{
  "formula": "C17H18N4O2S",
  "method": "wB97M-V/def2-TZVPD",
  "species": ["S", "O", "O", "N", "N", "N", "N", "C", "C", "C", "C", "C", "C", "C", "C", "C", "C", "C", "C", "C", "C", "C", "C", "C", "H", "H", "H", "H", "H", "H", "H", "H", "H", "H", "H", "H", "H", "H", "H", "H", "H", "H"],
  "positions_angstrom": [[-3.33137, 1.28854, -0.64617], [1.46705, -3.24449, -1.50306], [0.57441, 2.87108, -1.94938], [-1.14350, 3.34663, -0.58602], [-1.93439, -0.90848, -0.65530], [2.81079, -1.60022, -0.81145], [-1.06925, -3.01934, -0.58518], [-0.34253, 2.48368, -1.25168], [3.17332, -0.41311, -0.13944], [-5.57554, -0.40627, 1.77393], [0.51647, 0.19712, -1.17892], [-4.54485, -0.07356, -0.45381], [-4.56410, -0.57811, 0.94257], [-0.86935, -1.70081, -0.75961], [0.42752, -1.17081, -0.99502], [2.63780, -0.08454, 1.10934], [3.96242, 1.94148, 1.09359], [-1.81396, 0.40077, -0.76905], [4.12912, 0.40819, -0.73111], [3.04146, 1.10769, 1.69878], [1.67077, -0.97572, 1.82813], [4.52106, 1.58300, -0.12153], [1.58145, -2.08509, -1.11786], [-0.59140, 1.03200, -1.03590], [-5.55187, -0.78075, 2.78267], [-4.23424, -0.84471, -1.15750], [-1.91629, 3.05297, -0.01633], [3.57165, -2.21091, -1.08407], [-3.66257, -1.08807, 1.25249], [1.84631, -0.92474, 2.90079], [0.64382, -0.66057, 1.64146], [-5.49927, 0.36305, -0.74500], [4.54698, 0.12070, -1.68497], [5.25279, 2.21837, -0.59596], [-0.32164, -3.62970, -0.89240], [2.62637, 1.37674, 2.65947], [-6.47394, 0.10944, 1.47565], [-2.01646, -3.35414, -0.55821], [4.25271, 2.86348, 1.57365], [1.76948, -2.00991, 1.50559], [-1.01356, 4.32975, -0.75802], [1.44629, 0.66939, -1.45517]],
  "forces_ev_per_a": [[-0.39, 0.06, -0.16], [-0.03, -0.08, 0.01], [0.21, 0.02, -0.14], [-0.14, 0.33, 0.07], [-0.08, -0.28, 0.05], [0.53, -0.23, -0.16], [0.09, -0.33, -0.03], [-0.06, 0.04, 0.11], [0.18, 0.38, 0.32], [-0.09, -0.06, 0.07], [-0.35, -0.05, 0.00], [0.41, 0.28, -0.08], [0.04, -0.06, 0.03], [0.33, 0.23, 0.03], [-0.32, 0.07, -0.15], [0.07, -0.13, -0.05], [0.01, 0.07, 0.03], [0.00, -0.07, -0.05], [-0.10, -0.06, 0.01], [0.01, 0.03, -0.07], [-0.02, 0.04, 0.02], [0.06, -0.01, 0.00], [-0.02, 0.00, -0.11], [0.19, -0.30, -0.09], [0.06, -0.08, 0.19], [-0.16, 0.05, -0.01], [0.05, 0.01, 0.07], [-0.21, -0.02, 0.03], [0.04, -0.07, 0.09], [0.00, -0.03, 0.05], [-0.09, -0.04, 0.02], [0.01, 0.00, -0.04], [0.00, -0.01, -0.12], [0.06, 0.06, -0.05], [-0.13, 0.01, 0.00], [-0.04, 0.02, 0.11], [-0.18, 0.12, -0.11], [0.00, 0.08, 0.01], [0.03, 0.08, 0.05], [-0.04, -0.07, 0.06], [0.02, -0.05, -0.02], [0.05, 0.04, 0.00]],
  "e_lumo_ev": 0.433,
  "energy_ev": -38813.3147,
  "smiles": "C=CCSc1nc(N)c(C(=O)Nc2ccccc2C)cc1C(N)=O",
  "de_lowest_kcal_mol": 1.3,
  "total_charge": 0,
  "homo_energy_ev": -8.29
}